[1]
Below is a structure of composition C22H60N5O6Pd, with properties calculated with ωB97M-V/def2-TZVPD.

```
94
Properties=species:S:1:pos:R:3:forces:R:3:lowdin_spin:R:1
H 3.3477 -3.7524 -10.3719 -0.30 0.40 -0.06 0.00
C 3.2201 -4.3993 -11.2398 0.39 -0.23 0.63 0.00
C 3.7981 -13.4701 -12.8665 -0.25 1.04 0.34 0.00
H -7.1612 -9.5851 -6.9139 0.00 0.46 -0.40 0.00
H -4.9515 -7.8298 -16.5093 -0.15 -0.59 -0.02 0.00
C 1.1245 -19.4259 -7.5935 -0.22 0.46 -1.65 0.00
H 0.6833 -17.4466 -9.5378 0.05 0.36 -0.44 0.00
C -0.9548 -12.0620 -9.0739 -1.11 0.37 -0.44 0.09
H 4.0691 -14.5065 -12.6655 0.70 0.32 0.00 0.00
H -4.8205 -5.8702 -14.4546 -0.21 0.20 0.45 0.00
H 6.4582 -6.4868 -8.3871 -0.31 -0.02 0.28 0.00
H -6.4899 -4.6221 -15.5566 0.08 0.25 -0.24 0.00
H -6.8306 -8.0212 -14.9695 -0.74 -0.13 0.49 0.00
H -0.7347 -9.9711 -8.4804 0.24 0.27 -0.20 0.01
H -7.2301 -8.6069 -12.2889 -0.08 -1.06 -0.70 0.00
C 3.9843 -6.0726 -9.6415 -0.32 -2.07 1.26 0.00
H -1.2086 -17.6884 -12.6758 -0.12 -0.69 0.28 0.00
C 4.7350 -12.2988 -12.4335 0.38 0.74 0.23 0.00
O 6.8682 -13.3373 -12.5505 -2.01 0.83 0.66 0.00
H -1.2220 -12.3559 -8.0589 0.40 0.36 0.20 0.01
H -8.7548 -9.5520 -4.9658 0.24 -0.75 0.23 0.00
H -8.3363 -10.6398 -7.7697 0.04 -0.16 -0.18 0.00
H -0.8006 -19.2479 -8.4660 -0.43 0.53 -0.47 0.00
N 4.0476 -10.9935 -12.6768 -0.35 -1.25 -0.95 0.00
H 1.0181 -5.2710 -10.7550 -0.83 0.00 0.29 0.00
H -3.8973 -6.6740 -16.4068 0.19 0.31 0.12 0.00
H -10.9711 -10.5205 -6.9367 0.18 0.26 -0.05 0.00
H 4.9613 -12.2730 -11.3676 -0.10 -0.97 0.26 0.00
O -1.0145 -10.0926 -10.5502 0.09 -0.26 0.89 0.81
C -1.3088 -10.4914 -9.2471 0.34 -1.29 -0.70 0.08
C -6.2894 -7.4009 -14.2551 0.64 1.01 -0.52 0.00
H -8.6024 -7.8013 -6.5822 0.24 0.24 -0.11 0.00
C -10.5141 -10.3961 -5.9550 1.76 -0.48 0.34 0.00
C 0.2004 -19.4331 -8.8556 0.49 0.30 0.96 0.00
H 8.6936 -13.9861 -12.1927 0.25 -0.04 -0.27 0.00
H -10.3577 -11.3837 -5.5209 -0.15 -0.12 0.02 0.00
C -6.0839 -5.4553 -16.1301 -1.50 -0.90 1.47 0.00
H -1.6462 -12.6633 -9.6643 0.00 0.23 -0.37 0.00
H 0.4658 -17.3185 -12.3686 0.39 -0.12 -0.25 0.00
H 8.6496 -12.5020 -13.1922 0.06 0.30 0.24 0.00
H -2.3798 -10.3744 -9.0814 -0.10 -0.14 0.24 0.01
H 6.6249 -11.3137 -12.9033 0.01 0.24 0.27 0.00
C -6.5821 -12.3416 -6.5486 -0.30 2.09 -0.80 0.00
C -6.1411 -8.5839 -12.2489 -0.85 2.07 2.21 0.00
H -9.8488 -7.9185 -5.5959 -0.42 0.52 -0.21 0.00
H 2.7845 -6.5228 -11.3914 0.28 -0.25 -0.10 0.00
O -5.4807 -8.2207 -13.4036 0.83 -0.26 -2.39 0.00
H -7.0681 -12.8943 -7.3526 -0.07 0.11 -0.17 0.00
H -5.7774 -11.7058 -6.9177 0.55 -0.55 -0.63 0.00
H -5.4258 -5.1069 -16.9262 0.28 -0.11 0.41 0.00
H 1.2776 -6.4930 -9.6808 -0.64 -0.09 0.18 0.00
H -6.0632 -7.6645 -11.6687 0.14 0.01 1.11 0.00
C 0.6056 -18.4390 -9.9820 -0.35 -0.68 1.13 0.00
C 6.1119 -12.2571 -13.0905 -0.14 -0.88 -0.10 0.00
H 8.1655 -14.0086 -13.9187 0.39 -0.30 -0.15 0.00
H 6.0005 -12.3291 -14.1724 0.07 -0.21 -0.32 0.00
H 1.5097 -18.7999 -10.4724 0.72 0.35 0.62 0.00
H 3.1534 -11.1003 -12.2196 -0.10 0.62 0.10 0.00
C -0.4800 -17.5473 -11.8774 0.55 1.88 -0.92 0.00
H 7.3149 -5.3854 -9.3670 -0.35 -0.17 -1.33 0.00
H 1.0424 -18.4444 -7.1265 0.52 0.06 0.10 0.00
H 0.9067 -20.1815 -6.8387 -0.35 -0.11 -0.33 0.00
O -7.4622 -11.3363 -5.9760 -0.33 -1.77 0.79 0.00
O -0.3636 -18.5729 -10.9920 -1.36 -0.93 0.53 0.00
H 2.4562 -3.9836 -11.8969 0.14 -0.04 -0.16 0.00
O 5.3314 -6.0924 -10.1021 0.69 0.98 -0.22 0.00
C -5.4468 -6.4699 -15.1151 1.56 1.40 -0.46 0.00
H 3.8730 -5.5735 -8.6789 0.00 0.91 -0.26 0.00
N 1.5669 -5.5666 -9.9603 0.72 -0.48 0.05 0.00
H -0.3502 -21.3761 -9.1251 0.03 -0.09 -0.08 0.00
N -4.4867 -7.2513 -15.8242 1.83 -1.53 -0.62 0.03
H -5.6881 -9.3773 -11.6545 -0.01 -0.23 -0.67 0.00
N -9.4449 -8.3351 -6.4226 0.15 1.45 -0.71 0.00
C 8.1614 -13.4533 -12.9807 0.85 -0.33 -0.65 0.00
H -0.7523 -16.6060 -11.4001 -0.23 0.24 0.38 0.00
H 3.5050 -13.3590 -13.9104 0.37 -0.01 -0.18 0.00
N 0.2989 -20.6951 -9.4926 0.08 -1.48 -0.54 0.00
H 0.0486 -12.3917 -9.3433 0.05 0.59 0.19 0.00
H -11.1898 -9.8510 -5.2960 0.02 0.07 -0.11 0.00
H 4.5555 -10.1912 -12.3326 0.01 -0.16 0.29 0.00
H 2.0802 -19.6695 -8.0577 0.50 0.35 0.70 0.00
H 3.7229 -7.0880 -9.3437 0.29 -0.70 0.27 0.00
C 2.8547 -5.7580 -10.6179 1.74 2.19 -1.05 0.00
C 6.2995 -5.6693 -9.0905 -1.20 -0.25 0.40 0.00
C -9.1140 -9.6518 -5.9901 -1.26 -1.19 0.40 0.00
H 0.1335 -20.5714 -10.4813 -0.30 -0.44 -0.02 0.00
C -7.9811 -10.2941 -6.7989 0.03 -0.65 0.83 0.00
H 4.2189 -4.4259 -11.6756 -0.26 -0.11 -0.48 0.00
H -6.1268 -13.0770 -5.8853 -0.66 0.47 0.75 0.00
H 5.8898 -4.7909 -8.5918 -0.03 -0.07 0.29 0.00
H -6.9463 -5.9260 -16.6021 -0.06 -0.05 -0.24 0.00
H -6.8379 -6.6695 -13.6615 -0.91 -0.63 0.20 0.00
H 2.8567 -13.3408 -12.3324 -0.17 0.08 0.24 0.00
Pd -2.2516 -8.3468 -13.6372 -0.98 0.08 -0.42 0.96
```
Positions in Å, forces in eV/Å.

For the gap between HOMO and LUMO (alpha / beta), the calculation gives 4.4 / 3.3 eV. As for the spin multiplicity: 3. The largest force on an atom is 3.14 eV Å⁻¹. As for the total charge: +1. For the HOMO energy (alpha / beta), the calculation gives -10.0993 / -10.0993 eV. The value obtained for the energy above the lowest of the compared OMol25 structures with the same formula, charge and spin is 531.4 kJ/mol. The lowest unoccupied orbital energy (alpha / beta) is -5.6670 / -6.8328 eV. The calculation puts the molar mass at 597.17 g/mol.

***

[2]
Below is a structure of composition C6H13NO2P, with properties calculated with ωB97M-V/def2-TZVPD.

```
23
Properties=species:S:1:pos:R:3:forces:R:3:nbo_charge:R:1
H 2.1975 1.6474 0.7305 0.10 -0.01 0.03 0.18
C -1.5991 0.6364 -0.4169 2.90 -2.13 -1.01 0.02
H -0.2103 0.4169 1.7198 -0.09 0.05 0.14 0.22
H 3.1075 -0.7637 0.4694 0.10 -0.01 0.07 0.19
H -3.7220 -1.5324 -1.0555 -0.16 0.11 -0.21 0.47
H 2.1088 1.4698 -1.0274 0.06 0.04 -0.15 0.19
C 1.0808 -0.0944 0.0696 0.38 -0.10 0.09 -0.08
H 0.6831 2.0066 -0.1295 0.09 0.11 0.00 0.25
P -2.9231 -0.3051 0.5144 0.41 -1.03 0.28 1.27
H -2.3292 2.3608 -0.2328 -0.13 -0.23 0.07 0.35
C 0.5717 -0.3023 1.4975 0.11 0.09 -0.20 -0.61
O -4.2093 0.3960 0.1800 -0.91 0.80 -0.14 -1.21
H 1.3793 -0.1824 2.2209 0.11 0.01 0.07 0.18
H 0.1794 -0.0834 -1.9301 0.09 0.00 -0.23 0.19
O -2.9702 -1.6935 -0.4772 0.36 -0.01 0.26 -1.05
C -0.0247 -0.4029 -0.9163 -3.16 2.21 1.28 -0.44
N -1.4779 1.8759 -0.5359 -0.01 0.66 -0.34 -0.75
H 1.9941 -2.0702 0.0476 -0.04 -0.18 0.00 0.20
H -0.4022 -1.4135 -0.8564 0.05 -0.30 -0.10 0.21
C 2.2690 -1.0412 -0.1720 -0.16 0.22 0.10 -0.60
H 2.6012 -0.9823 -1.2060 0.06 -0.02 -0.17 0.20
H 0.1445 -1.2951 1.6051 -0.09 -0.16 0.08 0.21
C 1.5511 1.3525 -0.0990 -0.09 -0.11 0.10 -0.62
```
Positions in Å, forces in eV/Å.

For the gap between HOMO and LUMO, the calculation gives 6.4 eV. As for the spin multiplicity: 1. The largest force on an atom is 4.06 eV Å⁻¹. As for the total charge: -1. For the HOMO energy, the calculation gives -2.9869 eV. The value obtained for the energy above the lowest of the compared OMol25 structures with the same formula, charge and spin is 110.9 kJ/mol. The lowest unoccupied orbital energy is 3.4072 eV. The calculation puts the molar mass at 162.15 g/mol.

***

[3]
Below is a structure of composition C12H22NS3SbSi2Tl, with properties calculated with ωB97M-V/def2-TZVPD.

```
42
Properties=species:S:1:pos:R:3:forces:R:3:lowdin_spin:R:1
C -0.0618 -0.8389 0.0735 -0.40 -0.89 1.27 0.00
C 0.8177 3.2595 0.1173 0.73 0.78 -0.08 0.01
Si 1.0869 -2.0903 0.7202 0.06 1.60 1.04 0.00
H 0.7802 0.6255 2.2616 0.41 0.96 -0.94 0.00
C 1.1408 2.5040 1.2253 0.81 0.94 1.34 0.00
C -3.0025 -0.2405 -1.0526 0.57 0.73 1.03 0.00
C 0.1356 0.5435 0.2021 0.92 1.36 0.55 0.00
H -2.5220 -3.2560 -1.9030 -0.85 -0.20 -0.53 0.00
Sb 0.1946 6.7872 1.1414 -0.15 0.01 0.25 0.34
H 1.0228 -3.3919 -1.3113 0.20 0.19 0.40 0.00
H -0.1577 3.1278 -1.7633 -0.12 0.39 -0.29 0.00
Si -1.3722 -1.2056 -1.0863 0.56 -0.84 -1.07 0.00
H 2.2713 -2.3185 -1.3815 1.94 1.98 -1.90 0.00
H -0.9119 -0.0239 -3.1696 -0.17 -0.43 -0.33 0.00
H -0.4634 -3.7371 1.5712 -0.49 -0.62 -0.13 0.00
C -0.7080 -1.0733 -2.8915 -0.82 -0.33 -1.14 0.00
H 3.1576 -0.5794 1.2386 0.05 0.18 -0.39 0.00
H 2.4485 -3.8542 -0.4478 0.33 0.57 -0.16 0.00
H -3.7339 -0.3710 -0.2347 0.57 -0.31 -0.12 0.00
C 0.1532 2.6098 -0.8747 -0.95 -0.62 -0.51 0.00
H -1.0583 -3.8046 -1.1336 -0.21 1.04 -0.49 0.00
H 1.7136 2.9022 2.0563 -0.24 0.42 0.03 0.00
H -1.2135 -1.8258 -3.6034 0.37 1.24 0.80 0.00
H 2.2514 -0.8522 2.6683 -0.63 0.49 1.07 0.00
H -2.3043 -3.4627 -0.0728 -0.01 1.22 -1.75 0.00
C 0.7434 1.2398 1.3223 -1.13 -3.69 0.69 0.00
S -1.3327 6.1442 -0.5727 0.28 0.57 0.13 0.16
H -3.5038 -0.5038 -1.9632 -0.38 0.24 -0.75 0.00
C 1.8591 -2.9592 -0.7154 -1.97 -3.22 0.96 0.00
S 0.7778 9.0133 1.2322 -0.22 -0.27 0.05 0.27
Tl -2.1639 4.2716 1.1828 -0.18 -0.51 0.14 0.01
C -1.8784 -3.0318 -1.0838 0.75 -2.20 3.03 0.00
H 3.0939 -2.1602 1.9869 0.70 -0.50 0.18 0.00
C 2.5128 -1.2861 1.7434 -0.12 -0.95 -1.18 0.00
H 1.2443 -4.3306 1.5451 -0.10 -0.49 0.49 0.00
S -0.7225 5.7209 3.0964 0.28 0.48 -0.58 0.18
C 0.5585 -3.5460 1.8447 -0.06 1.44 0.17 0.00
H 1.1013 4.2981 0.0694 0.03 0.01 -0.31 0.02
H 0.3663 -1.1885 -3.1006 -0.16 -0.13 0.66 0.00
H -2.6806 0.8238 -1.0073 -0.46 -0.54 -0.44 0.00
H 0.5616 -3.2603 2.9206 0.29 -0.42 -0.67 0.00
N -0.2021 1.3211 -0.8502 -0.06 0.34 -0.53 0.00
```
Positions in Å, forces in eV/Å.

For the gap between HOMO and LUMO (alpha / beta), the calculation gives 5.6 / 4.9 eV. As for the spin multiplicity: 2. The largest force on an atom is 3.92 eV Å⁻¹. As for the total charge: -2. For the HOMO energy (alpha / beta), the calculation gives -1.1129 / -1.1109 eV. The value obtained for the energy above the lowest of the compared OMol25 structures with the same formula, charge and spin is 62.7 kJ/mol. The lowest unoccupied orbital energy (alpha / beta) is 4.4560 / 3.7507 eV. The calculation puts the molar mass at 658.83 g/mol.

***

[4]
Below is an isolated molecule of C6H12, with properties calculated with ωB97M-V/def2-TZVPD.

```
18
Properties=species:S:1:pos:R:3:forces:R:3:nbo_charge:R:1
H -1.0527 2.6955 -0.3046 0.09 -0.07 0.05 0.21
H -0.0831 -2.2799 -0.5775 0.27 -0.14 -0.42 0.23
H -1.0565 0.5187 1.4097 -0.02 0.00 -0.27 0.20
C 1.5528 -0.6062 0.9938 -0.04 -0.03 0.06 -0.68
H 2.3841 -1.3058 1.1720 -0.12 0.04 0.01 0.22
H -0.2734 1.4940 -1.3310 0.03 0.17 0.10 0.21
C -1.2556 -0.6624 -0.3792 -0.65 -0.45 0.25 -0.08
H -0.0013 -1.3595 -2.0974 -0.08 0.20 0.18 0.23
H 1.7360 0.0283 -1.0918 -0.06 -0.18 0.13 0.17
H 0.7462 -0.8665 1.6861 0.07 -0.06 -0.10 0.21
C -0.0116 -1.2649 -1.0050 -1.10 -0.60 0.74 -0.55
H 0.4426 1.9248 0.2417 -0.17 -0.04 -0.18 0.21
H -2.3974 0.9187 0.3838 0.21 -0.02 -0.08 0.22
H 1.9309 0.3842 1.2822 -0.09 -0.16 0.00 0.22
H -1.9677 -1.3976 0.0057 0.02 0.10 -0.23 0.16
C -0.4983 1.7525 -0.2920 -0.08 0.24 -0.08 -0.61
C 1.1391 -0.6085 -0.4374 1.78 0.78 -0.23 -0.09
C -1.3340 0.6345 0.3410 -0.03 0.23 0.07 -0.49
```
Positions in Å, forces in eV/Å.

For the gap between HOMO and LUMO (alpha / beta), the calculation gives 8.4 / 8.0 eV. As for the spin multiplicity: 1. The largest force on an atom is 1.96 eV Å⁻¹. As for the total charge: 0. For the HOMO energy (alpha / beta), the calculation gives -7.4750 / -7.2179 eV. The value obtained for the energy above the lowest of the compared OMol25 structures with the same formula, charge and spin is 391.9 kJ/mol. The lowest unoccupied orbital energy (alpha / beta) is 0.9405 / 0.7548 eV. The calculation puts the molar mass at 84.16 g/mol.